No. 1
{
  "formula": "C30H38N7O8S3W",
  "method": "the ωB97M-V functional and the def2-TZVPD basis",
  "elements": ["W", "O", "C", "O", "C", "C", "C", "C", "C", "O", "C", "C", "O", "O", "H", "H", "H", "H", "H", "H", "H", "H", "O", "N", "C", "C", "C", "C", "C", "S", "H", "H", "H", "H", "C", "C", "N", "O", "H", "H", "H", "H", "H", "C", "C", "C", "N", "C", "S", "N", "C", "O", "C", "C", "C", "C", "C", "C", "H", "H", "H", "H", "H", "H", "H", "H", "H", "H", "H", "H", "H", "H", "C", "C", "C", "N", "N", "C", "N", "S", "H", "H", "H", "H", "H", "H", "H"],
  "xyz": [[-1.927352, 0.990965, -2.537113], [-2.872913, -2.979457, -2.606663], [-3.076181, -1.854281, -2.160384], [-2.863244, -0.772074, -2.900925], [-3.375676, -1.589153, -0.660177], [-4.139318, -0.301936, -0.379296], [-4.605059, -0.159283, 1.098360], [-3.323730, 0.146723, 1.844853], [-2.266079, 0.119254, 0.782947], [-3.071320, 0.716337, -0.447534], [-2.049400, -1.286988, 0.208185], [-0.735879, -1.178871, -0.657719], [0.108638, -2.067951, -0.722399], [-0.581866, -0.013448, -1.251740], [-3.898159, -2.515568, -0.307063], [-4.887051, 0.025381, -1.120076], [-5.352066, 0.586507, 1.090201], [-5.168080, -0.968873, 1.503076], [-3.357140, 1.108178, 2.330430], [-3.156741, -0.602605, 2.631996], [-1.279700, 0.688776, 0.971343], [-1.960197, -2.146052, 0.968371], [-1.911785, 1.811994, -4.369950], [-3.123283, 2.090440, -4.975628], [-3.162334, 2.000964, -6.313534], [-4.227863, 2.425695, -7.049497], [-5.283426, 3.053574, -6.367305], [-5.297062, 3.027776, -4.987972], [-4.156012, 2.596472, -4.269708], [-4.084318, 2.473183, -2.573326], [-2.231865, 1.643562, -6.798067], [-4.252684, 2.320978, -8.128987], [-6.022852, 3.669432, -6.829204], [-6.206782, 3.207277, -4.431072], [-0.105915, 4.763410, -1.200933], [-0.528217, 3.853609, -2.240285], [-0.544586, 4.217258, -3.556664], [-0.772745, 2.640331, -1.885659], [0.487753, 5.605662, -1.566091], [0.438160, 4.114687, -0.481960], [-0.984716, 5.107675, -0.672091], [-0.208098, 5.135940, -3.844203], [-0.817239, 3.505850, -4.224814], [6.067866, -0.149498, 7.118038], [4.654469, 0.204161, 7.715656], [3.475273, -0.726654, 7.272569], [3.507326, -1.217517, 5.891940], [3.433572, -0.505457, 4.751707], [3.353777, 1.214587, 4.774850], [3.520380, -1.169988, 3.518194], [3.574269, -2.626177, 3.337380], [4.394220, -3.099641, 2.554591], [2.630860, -3.463082, 4.114724], [1.433830, -3.012687, 4.735075], [0.673456, -3.876083, 5.507337], [0.989778, -5.251361, 5.545326], [2.171471, -5.661277, 4.949555], [2.916221, -4.836183, 4.163978], [6.884464, 0.476951, 7.651228], [6.108896, 0.098300, 6.039094], [6.386020, -1.203672, 7.265922], [4.420908, 1.241068, 7.510618], [4.840453, 0.122733, 8.771059], [2.638012, -0.065461, 7.347079], [3.434917, -1.580991, 7.926585], [3.672123, -2.217949, 5.772718], [4.127080, -0.693088, 2.851485], [1.050715, -2.096132, 4.395526], [-0.263893, -3.539101, 5.972696], [0.326301, -6.006374, 5.938925], [2.414443, -6.695157, 4.972895], [3.793801, -5.244986, 3.587368], [2.269772, 2.856328, -5.478950], [2.740688, 1.392929, -5.455508], [1.795910, 0.457099, -4.740900], [0.640884, 0.918958, -4.233434], [-0.257015, -0.088378, -3.919754], [0.151138, -1.341806, -4.246781], [-0.641857, -2.500939, -4.307435], [1.871879, -1.324770, -4.675559], [3.108227, 3.540670, -5.837731], [2.121160, 3.169318, -4.484676], [1.288575, 2.954524, -6.001108], [3.694921, 1.225199, -4.958531], [2.980105, 1.010303, -6.448428], [-1.495599, -2.555980, -3.762841], [-0.065417, -3.344093, -4.314205]],
  "forces_ev_per_a": [[1.120, -2.272, 1.894], [-0.731, 1.143, 0.680], [1.307, 0.114, 0.071], [-0.538, -0.388, 0.146], [-0.062, -0.709, 0.066], [-0.285, 0.532, -0.291], [0.103, -0.355, -1.525], [0.000, 0.012, 0.816], [0.629, 0.467, -1.171], [1.239, -0.217, 1.129], [0.744, -1.465, -0.200], [0.720, -1.620, 0.083], [-1.505, 1.173, 0.263], [-1.202, 0.675, -0.876], [0.476, 0.926, -0.060], [0.249, -0.466, 0.283], [-0.396, 1.503, 0.239], [0.032, -1.224, -0.016], [-0.005, 0.379, 0.155], [0.268, 0.195, -0.313], [-1.922, -0.741, -0.483], [0.191, 1.582, -1.005], [-1.512, 0.697, -0.874], [0.472, 0.600, -0.242], [1.363, -0.587, -1.231], [-0.491, 0.648, 0.026], [0.615, -0.026, 0.910], [0.609, -0.448, 0.040], [-0.741, -0.949, 0.042], [0.896, -0.381, 0.449], [-0.780, 0.017, 0.597], [0.278, 0.105, 0.200], [-0.687, -0.397, -0.697], [0.215, 0.632, 0.068], [0.829, 0.158, 1.106], [-0.072, -2.391, -2.445], [0.002, -0.066, 2.001], [-0.313, 1.912, -0.625], [-0.114, -0.163, 0.198], [-0.057, 0.744, -0.352], [-0.262, 0.293, 0.120], [-0.311, -0.586, 0.170], [0.131, 0.032, -0.057], [0.594, 0.958, 0.363], [1.626, -1.070, -0.912], [1.238, 1.430, -0.462], [0.448, -0.807, -0.855], [0.349, 1.842, 0.694], [-0.086, -1.699, -0.205], [0.190, -1.892, 0.432], [1.199, 1.112, -0.980], [-1.388, 0.898, 1.066], [-0.938, -0.873, 0.055], [1.198, -1.385, -0.524], [-0.882, -0.836, -0.247], [0.531, 1.233, 0.032], [-1.146, -0.751, -0.182], [2.051, 0.816, -0.508], [-1.401, -0.867, -0.902], [0.054, -0.212, 0.535], [-0.483, 0.504, -0.089], [-0.028, 0.059, -0.212], [-0.623, -0.162, 0.731], [-1.038, -0.088, 0.289], [-0.314, -0.314, 0.077], [-0.079, 0.561, 0.269], [-0.422, -0.040, 0.202], [-0.302, 1.529, 0.371], [0.465, -0.050, -0.371], [-0.043, 0.209, 0.484], [0.190, -0.768, 0.020], [-0.987, 0.662, 0.801], [0.976, -0.075, -0.950], [0.495, -0.692, 0.463], [-3.203, 0.511, 0.825], [2.157, -1.814, -1.296], [0.210, -0.767, -0.078], [-1.011, 0.602, 0.743], [2.690, 1.823, -0.020], [-1.057, 0.933, -0.511], [-1.327, -0.982, -0.145], [-0.409, 0.355, 1.366], [1.009, 0.093, 0.059], [0.336, 0.669, 0.242], [-0.512, -0.035, -0.199], [-0.274, 0.006, 0.207], [-0.554, 0.283, 0.034]],
  "lumo_ev": [-3.01, -3.10],
  "total_energy_ev": -92863.363,
  "multiplicity": 3,
  "total_charge": 1
}

No. 2
{
  "formula": "C30H39AsPtS2Si2Te2",
  "method": "the ωB97M-V functional and the def2-TZVPD basis",
  "elements": ["Pt", "S", "C", "C", "C", "C", "C", "C", "As", "C", "C", "C", "C", "C", "C", "C", "C", "C", "C", "C", "C", "H", "H", "H", "H", "H", "H", "H", "H", "H", "H", "H", "H", "H", "H", "Te", "C", "C", "C", "C", "S", "H", "H", "H", "C", "Si", "C", "C", "C", "Te", "C", "Si", "C", "C", "C", "H", "H", "H", "H", "H", "H", "H", "H", "H", "H", "H", "H", "H", "H", "H", "H", "H", "H", "H", "H", "H", "H"],
  "xyz": [[-0.886275, -0.275644, -0.823165], [-1.009306, 1.973290, -1.308342], [-1.657770, 2.794898, 0.110832], [-2.068746, 4.128355, -0.023495], [-2.486389, 4.849854, 1.075043], [-2.506845, 4.272970, 2.345816], [-2.114959, 2.955662, 2.489939], [-1.712714, 2.218132, 1.376727], [-1.230165, 0.369876, 1.492917], [-2.894774, -0.514793, 1.940517], [-4.063042, 0.189999, 2.200094], [-5.241200, -0.497146, 2.464742], [-5.258072, -1.883697, 2.478976], [-4.091336, -2.591353, 2.223180], [-2.919223, -1.905734, 1.949156], [-0.246736, 0.304843, 3.169170], [-0.581439, -0.573544, 4.192649], [0.182179, -0.608800, 5.353958], [1.277936, 0.228632, 5.491817], [1.615437, 1.105321, 4.467851], [0.859243, 1.140250, 3.307276], [-2.045244, 4.587482, -1.003940], [-2.798777, 5.878627, 0.945757], [-2.832064, 4.844070, 3.205039], [-2.124952, 2.489888, 3.469393], [-4.068591, 1.271795, 2.173073], [-6.151277, 0.058003, 2.652618], [-6.180644, -2.412757, 2.680351], [-4.094642, -3.674117, 2.221895], [-2.016607, -2.467244, 1.741898], [-1.446342, -1.218587, 4.097832], [-0.086320, -1.288793, 6.152649], [1.868950, 0.202697, 6.398251], [2.469375, 1.761891, 4.574046], [1.123756, 1.826622, 2.510193], [-2.140450, -0.612399, -3.073913], [-2.797500, -2.593369, -2.811326], [-2.235343, -3.784978, -3.189090], [-3.011068, -4.916688, -2.814828], [-4.154558, -4.565902, -2.161691], [-4.280231, -2.871027, -2.001092], [-1.317399, -3.852299, -3.752758], [-2.735048, -5.938557, -3.033761], [-4.926917, -5.219907, -1.787958], [3.749069, -2.632830, -3.533774], [2.574799, -1.703287, -2.408230], [1.951278, -0.182246, -3.275694], [3.495287, -1.180771, -0.866292], [1.177104, -2.950128, -2.089706], [-0.270787, -2.748299, -0.537166], [1.129757, -2.684426, 1.081877], [1.043494, -4.150372, 2.260378], [2.270632, -3.845640, 3.634899], [1.504985, -5.676153, 1.283967], [-0.664185, -4.368056, 2.984462], [4.585038, -1.994752, -3.830500], [3.242898, -2.959280, -4.445249], [4.161921, -3.517678, -3.043474], [2.751173, 0.560730, -3.337000], [1.113128, 0.270368, -2.746358], [1.614302, -0.408520, -4.289587], [4.324546, -0.535406, -1.168635], [3.922392, -2.020233, -0.313615], [2.858365, -0.604500, -0.191420], [1.582664, -3.958973, -1.972078], [0.563850, -2.952187, -2.991651], [1.005124, -1.718013, 1.572949], [2.115000, -2.684384, 0.618679], [3.282497, -3.722361, 3.242560], [2.285645, -4.677922, 4.342665], [2.013644, -2.939434, 4.189393], [2.510778, -5.588807, 0.865620], [0.808321, -5.839515, 0.457142], [1.483576, -6.568901, 1.912848], [-0.998418, -3.470802, 3.510424], [-0.657173, -5.190613, 3.704093], [-1.402149, -4.614179, 2.216354]],
  "forces_ev_per_a": [[-0.272, 0.122, 0.524], [-0.259, 0.283, -0.092], [0.176, -0.016, -0.058], [0.035, -0.018, -0.082], [-0.024, 0.011, 0.095], [0.001, 0.012, -0.050], [0.016, 0.035, -0.020], [0.044, 0.001, 0.094], [0.005, 0.046, -0.177], [0.008, -0.022, 0.039], [-0.049, -0.006, -0.043], [-0.008, 0.009, 0.004], [0.004, -0.005, 0.001], [0.002, 0.005, -0.004], [-0.019, 0.014, 0.002], [0.059, -0.135, -0.077], [0.014, 0.030, 0.024], [-0.032, -0.022, -0.020], [0.030, 0.014, 0.006], [0.011, -0.006, 0.010], [0.006, -0.018, -0.028], [-0.004, -0.003, 0.010], [0.003, -0.001, 0.007], [0.004, 0.008, -0.004], [0.001, -0.008, 0.001], [0.006, -0.012, 0.009], [0.000, -0.004, 0.001], [0.004, 0.001, 0.001], [-0.002, 0.000, 0.008], [-0.040, 0.031, -0.020], [-0.013, 0.016, 0.005], [-0.001, -0.001, -0.001], [0.001, -0.003, -0.004], [-0.003, -0.001, 0.001], [-0.004, -0.002, -0.006], [0.244, -0.073, -0.197], [0.118, -0.085, -0.051], [-0.133, 0.022, -0.079], [0.001, 0.014, -0.009], [0.002, -0.092, 0.005], [-0.026, 0.017, 0.148], [0.053, 0.016, -0.023], [-0.006, 0.001, 0.005], [0.015, 0.009, 0.008], [0.049, -0.016, -0.011], [-0.074, -0.034, 0.048], [-0.022, 0.030, -0.065], [0.034, 0.020, 0.043], [0.055, -0.012, 0.053], [-0.004, -0.049, -0.101], [-0.051, -0.059, 0.111], [0.062, 0.092, -0.054], [0.033, 0.006, 0.057], [0.004, -0.050, -0.032], [-0.068, -0.037, 0.041], [-0.003, -0.005, 0.000], [0.001, 0.001, 0.009], [0.001, 0.004, -0.005], [0.003, -0.021, -0.027], [0.007, 0.041, 0.039], [-0.017, -0.003, 0.009], [-0.008, 0.006, 0.003], [0.018, 0.008, -0.003], [-0.002, -0.006, 0.000], [0.011, 0.011, -0.016], [-0.051, -0.037, -0.086], [0.029, -0.058, 0.040], [0.005, 0.024, -0.009], [-0.001, 0.004, 0.002], [0.002, 0.000, -0.005], [-0.001, 0.008, -0.010], [-0.005, 0.002, 0.000], [0.006, -0.005, 0.002], [0.000, 0.001, -0.005], [0.014, -0.058, 0.004], [0.007, -0.001, -0.004], [0.000, 0.008, 0.011]],
  "lumo_ev": -0.02,
  "total_energy_ev": -147843.755
}

Question: Which formula does entry 1 have?
Answer: C30H38N7O8S3W